Entry 1:
Here is 5 unconnected molecules or ions with the total composition C48H103Cl4NO16PS from the OMol25 dataset. Energies are from ωB97M-V/def2-TZVPD.

Summary:
- Kohn-Sham gap (eV) = 8.16
- net charge = +1
- calculated total energy (eV) = -155899.2329

Atoms and positions in Å:
C -2.068371 -0.882533 -2.294640
C -1.142268 -1.484952 -1.244159
C 0.237501 -1.853850 -1.773016
C 0.994225 -0.688442 -2.410942
C 2.481806 -1.070728 -2.617271
C 3.424773 -0.190099 -1.788344
C 3.761064 -0.805515 -0.403043
C 5.209868 -0.463292 -0.026296
C 5.643172 -0.337391 1.435827
C 7.095686 0.285376 1.453468
Cl 7.302603 1.687353 2.550714
C 7.825356 0.556557 0.112384
C 7.604092 1.859337 -0.629018
Cl 9.597573 0.593577 0.581164
N 4.651574 0.396219 2.294152
C 3.990205 1.667464 1.800205
C 4.752580 2.688472 0.965440
C 3.493283 2.437562 3.061897
C 1.973905 2.623599 3.092196
C 1.409024 3.419591 1.914201
C 3.521449 -0.429295 2.887796
C 3.361741 -1.908930 2.525210
C 2.547868 -2.689298 3.578216
Cl 1.384301 -1.642206 4.426451
C 1.780281 -3.820478 2.853473
C 0.497043 -3.412363 2.172926
Cl 1.345473 -5.013450 4.134247
C 4.613986 -2.659629 2.043459
O 4.833208 -3.873304 2.719396
C 5.893164 -1.778154 2.059048
O 6.738707 -2.522912 1.192217
P 6.589650 -1.880959 3.790954
O 7.442687 -3.230642 3.789632
O 7.703559 -0.774285 4.059336
S 5.355219 -1.905467 5.278943
H -1.610022 -0.086889 -2.870201
H -2.916322 -0.468104 -1.762325
H -2.415113 -1.656061 -2.973683
H -1.600590 -2.403434 -0.887824
H -1.032202 -0.800762 -0.405610
H 0.178486 -2.648397 -2.514925
H 0.834521 -2.223555 -0.937991
H 0.946791 0.207411 -1.797978
H 0.550378 -0.479113 -3.377830
H 2.727463 -0.947008 -3.665811
H 2.663044 -2.116551 -2.391840
H 4.362801 -0.115109 -2.334187
H 3.006616 0.799197 -1.643514
H 3.574324 -1.864219 -0.523028
H 3.001905 -0.436223 0.278579
H 5.369268 0.470967 -0.543053
H 5.839241 -1.167390 -0.547992
H 7.779670 -0.411254 1.900123
H 7.812672 -0.292572 -0.547390
H 8.476431 2.044931 -1.238430
H 7.474841 2.723257 0.009219
H 6.772611 1.825959 -1.325747
H 5.182885 0.679887 3.126397
H 3.092927 1.474512 1.234249
H 5.515456 3.229791 1.495616
H 5.077789 2.379978 -0.019101
H 4.008212 3.452695 0.767458
H 3.832733 1.974009 3.988976
H 3.894854 3.442968 3.067724
H 1.776891 3.211271 3.983490
H 1.439748 1.685816 3.228761
H 1.455690 4.484274 2.106522
H 1.833685 3.156064 0.951102
H 0.353830 3.180723 1.836055
H 3.571137 -0.351793 3.962238
H 2.564927 0.012286 2.666708
H 2.679780 -1.952007 1.686047
H 3.176928 -3.186017 4.298164
H 2.438703 -4.329906 2.168259
H 0.117139 -4.287960 1.653234
H 0.649820 -2.670009 1.397538
H -0.275858 -3.121082 2.864234
H 4.509624 -2.899614 0.994170
H 4.932836 -4.592175 2.078827
H 7.667806 -2.484349 1.467389
H 6.907434 -3.878892 4.287378
H 8.423644 -1.150791 4.598536
C -7.071523 -1.865956 -6.946280
O -6.323216 -2.998095 -6.562105
C -6.545578 -4.101407 -7.424986
C -5.466797 -5.142832 -7.232437
O -4.263011 -4.851493 -7.930718
C -3.439035 -3.842770 -7.366788
C -2.680803 -4.299833 -6.140259
O -3.504853 -4.212516 -4.988592
C -2.955172 -4.904721 -3.894030
H -8.145090 -2.085913 -6.953311
H -6.877367 -1.077462 -6.221767
H -6.763022 -1.513973 -7.937366
H -6.553161 -3.770242 -8.470186
H -7.521981 -4.543124 -7.180865
H -5.826379 -6.078943 -7.664003
H -5.274912 -5.318541 -6.172003
H -4.007588 -2.933776 -7.161517
H -2.707227 -3.608683 -8.142998
H -1.806119 -3.649906 -5.988803
H -2.343565 -5.333452 -6.283680
H -2.881884 -5.976377 -4.110499
H -3.619893 -4.767581 -3.042396
H -1.962519 -4.508334 -3.640075
C 4.814418 5.445890 6.864774
O 4.214404 6.544211 6.217722
C 3.995791 6.298484 4.843801
C 3.018148 7.295642 4.262141
O 1.659516 6.964651 4.512321
C 1.179339 7.224563 5.828867
C 0.924100 8.690176 6.099003
O 2.132006 9.342095 6.451003
C 2.000932 10.747026 6.417762
H 5.777526 5.194351 6.404043
H 4.982066 5.721865 7.903211
H 4.153449 4.570229 6.837435
H 3.600439 5.282278 4.699363
H 4.961483 6.388351 4.323268
H 3.121317 7.264851 3.174331
H 3.247969 8.311402 4.588040
H 1.840123 6.793917 6.582925
H 0.222234 6.702675 5.888812
H 0.219945 8.787071 6.936673
H 0.490465 9.157080 5.206264
H 1.776128 11.093690 5.402597
H 2.950184 11.176062 6.731030
H 1.215721 11.085327 7.102754
C -7.347456 -4.804397 -2.988427
O -7.071280 -5.590575 -1.849262
C -7.157602 -4.837073 -0.653150
C -7.243276 -5.752471 0.548936
O -8.549915 -6.252092 0.790496
C -8.996113 -7.296073 -0.066223
C -8.380244 -8.641803 0.247114
O -7.099737 -8.756435 -0.353563
C -6.378912 -9.854374 0.156772
H -6.651076 -3.960739 -3.057960
H -7.228685 -5.433035 -3.868725
H -8.378680 -4.433566 -2.961180
H -8.039838 -4.186129 -0.678148
H -6.253822 -4.214677 -0.570485
H -6.998315 -5.160436 1.433809
H -6.515607 -6.563815 0.479993
H -8.857493 -7.033203 -1.116269
H -10.069546 -7.372130 0.117901
H -9.022523 -9.436915 -0.156039
H -8.296278 -8.760737 1.334182
H -6.181130 -9.727934 1.227819
H -5.427985 -9.901416 -0.370582
H -6.921166 -10.792781 -0.006609
C -1.077625 2.623039 -1.353575
O -1.598560 3.751157 -2.008074
C -1.785974 3.517548 -3.396351
C -2.688322 4.571702 -3.999092
O -4.069904 4.322613 -3.790538
C -4.576132 4.601163 -2.490920
C -4.755800 6.077348 -2.214766
O -3.525880 6.660151 -1.813800
C -3.580503 8.069390 -1.841122
H -0.113540 2.326631 -1.789631
H -0.928323 2.883815 -0.306230
H -1.779617 1.783894 -1.408979
H -2.228004 2.526436 -3.556819
H -0.803093 3.558107 -3.887834
H -2.554761 4.539804 -5.082418
H -2.409480 5.571092 -3.659330
H -3.968102 4.126801 -1.718405
H -5.563537 4.136039 -2.467828
H -5.481900 6.208597 -1.400634
H -5.130596 6.574532 -3.117306
H -3.749472 8.433595 -2.860862
H -2.621482 8.445790 -1.490800
H -4.371146 8.445906 -1.182314

Cartesian forces (eV/Å) of the 3 atoms listed first:
C 0.012 -0.205 0.439
C 0.227 -0.254 -0.612
C -0.036 0.638 0.176

Entry 2:
Here is 4 unconnected molecules or ions with the total composition C48H108FP3 from the OMol25 dataset. Energies are from ωB97M-V/def2-TZVPD.

Summary:
- energy relative to the best compared isomer or geometry (same formula, charge and spin) (eV) = 7.1168
- Kohn-Sham gap (eV) = 6.49
- net charge = +2
- calculated total energy (eV) = -82096.2176

Atoms and positions in Å:
F 0.697899 0.340413 0.005358
C -6.325571 -0.191007 -0.126412
C -5.584881 -1.318417 -0.834892
C -5.493061 -2.614807 0.001508
C -4.549181 -2.396177 1.302098
P -3.919181 -4.031597 1.929488
C -2.775441 -4.787517 0.725288
C -1.847301 -5.864857 1.354628
C -0.459811 -5.139477 1.529338
C 0.351839 -6.102707 2.369208
C -3.059401 -3.743257 3.533158
C -3.981131 -3.336167 4.716858
C -3.288831 -3.108157 6.082458
C -2.392231 -4.291647 6.443058
C -5.286311 -5.206337 2.243318
C -4.955001 -6.419807 3.116028
C -6.231871 -6.889707 3.932608
C -7.271291 -7.504057 3.022398
H -6.396981 0.548063 -0.924392
H -5.791561 0.342613 0.659838
H -7.313081 -0.434017 0.265878
H -4.554921 -1.045447 -1.064602
H -6.070021 -1.572187 -1.777402
H -5.254641 -3.413067 -0.701372
H -6.484531 -2.982987 0.265208
H -5.021041 -1.773937 2.062528
H -3.640731 -1.943747 0.904448
H -2.253931 -4.012767 0.163248
H -3.406641 -5.280397 -0.014152
H -1.668241 -6.588797 0.559668
H -2.282611 -6.346077 2.230428
H -0.583971 -4.152377 1.974658
H -0.048961 -4.944977 0.538648
H -0.026451 -6.072417 3.391018
H 1.374679 -5.729977 2.314518
H 0.394959 -7.084537 1.897778
H -2.270581 -3.034457 3.281278
H -2.394441 -4.568497 3.787948
H -4.664301 -4.183987 4.767448
H -4.614581 -2.504397 4.408638
H -4.073661 -3.043407 6.836078
H -2.684111 -2.202247 6.040908
H -2.705251 -5.225447 5.975998
H -2.334441 -4.540957 7.502598
H -1.412141 -4.130757 5.994018
H -5.654191 -5.600467 1.295998
H -6.115531 -4.709157 2.746608
H -4.167691 -6.197667 3.836368
H -4.535591 -7.154437 2.428628
H -6.599401 -6.272537 4.752438
H -5.832231 -7.767287 4.440778
H -8.048421 -8.079717 3.525178
H -6.704281 -8.100657 2.307788
H -7.668031 -6.629047 2.507568
C -2.870781 4.813453 5.691288
C -1.771371 3.860133 5.396308
C -0.323811 4.403403 5.602298
C 0.820439 3.382423 5.160428
P 2.513759 3.786853 4.767318
C 3.500059 2.220663 4.733408
C 4.990059 2.363943 4.535838
C 5.678449 1.148253 3.842358
C 5.263429 0.739843 2.406778
C 3.007609 4.938153 6.151028
C 4.190759 5.911463 5.803578
C 4.609609 6.691673 7.037718
C 6.097549 7.094133 6.941138
C 2.726659 4.767173 3.257968
C 1.711829 5.944823 2.959748
C 0.456609 5.481783 2.216108
C -0.621761 6.584663 2.109278
H -2.919721 5.616243 4.955598
H -2.636301 5.448053 6.545928
H -3.855721 4.362933 5.813808
H -1.737291 3.514723 4.363048
H -1.954821 2.969343 5.997098
H -0.099721 4.740583 6.614328
H -0.150781 5.284193 4.983938
H 0.472669 2.874903 4.260658
H 0.965429 2.700503 5.998318
H 3.017009 1.708663 3.901168
H 3.316149 1.635523 5.634448
H 5.365119 2.385073 5.559058
H 5.236339 3.335893 4.108328
H 5.540339 0.253983 4.450068
H 6.749629 1.301733 3.973188
H 4.195409 0.541473 2.316798
H 5.778249 -0.176447 2.117848
H 5.509389 1.593193 1.774808
H 3.125339 4.324153 7.043908
H 2.119339 5.518073 6.401568
H 3.802189 6.517643 4.985248
H 5.038419 5.397803 5.350008
H 4.494049 5.909583 7.788108
H 3.834359 7.428603 7.247528
H 6.200619 7.903223 6.218068
H 6.805259 6.338943 6.599188
H 6.551599 7.588273 7.800068
H 2.879789 4.069733 2.434418
H 3.677059 5.296693 3.324568
H 2.209579 6.585743 2.232038
H 1.526809 6.403943 3.930868
H 0.092849 4.635203 2.798408
H 0.704339 5.022303 1.259228
H -0.257421 7.321763 1.393708
H -0.887811 7.182793 2.980798
H -1.627151 6.269393 1.830168
C -1.100731 3.207673 -6.011152
C -0.526731 2.437933 -7.200162
C -0.878301 0.978643 -7.172012
C -0.122701 0.207043 -6.096852
P 1.528089 -0.350537 -6.665132
C 2.073679 -1.851507 -5.749522
C 3.154709 -2.650487 -6.450852
C 3.419949 -3.909657 -5.607252
C 4.385089 -4.901157 -6.338422
C 1.501549 -0.653997 -8.459442
C 0.347649 -1.582667 -9.022772
C 0.068179 -1.413847 -10.459892
C 1.243739 -1.674667 -11.394462
C 2.759849 0.893873 -6.251212
C 2.639339 1.830563 -5.044302
C 3.501679 3.093173 -5.190352
C 2.852439 4.200063 -6.083632
H -2.155571 2.989613 -5.844232
H -1.176281 4.268153 -6.251502
H -0.566971 2.969073 -5.091222
H 0.532749 2.574183 -7.417022
H -0.963441 2.901573 -8.084702
H -0.860361 0.548013 -8.173182
H -1.939091 0.883393 -6.940172
H -0.620271 -0.739147 -5.884132
H -0.070351 0.605443 -5.083622
H 1.060199 -2.198197 -5.547642
H 2.462479 -1.535357 -4.781542
H 4.120839 -2.165347 -6.589912
H 2.830369 -2.916087 -7.457012
H 2.454239 -4.392677 -5.458252
H 3.893109 -3.539847 -4.697602
H 5.305669 -4.438357 -6.694002
H 4.012689 -5.153567 -7.331252
H 4.570069 -5.777467 -5.717172
H 2.489439 -1.051077 -8.692902
H 1.420279 0.345443 -8.886792
H -0.613321 -1.602957 -8.508732
H 0.797179 -2.570087 -8.917842
H -0.272351 -0.380837 -10.530792
H -0.834801 -1.983257 -10.680142
H 1.152539 -1.518987 -12.469422
H 1.428759 -2.723507 -11.162522
H 2.099179 -1.125487 -11.001112
H 2.910919 1.456923 -7.172222
H 3.665719 0.297183 -6.144222
H 2.991359 1.203753 -4.224992
H 1.674989 2.252353 -4.761072
H 4.475049 2.876563 -5.630492
H 3.664289 3.490143 -4.188322
H 3.604469 4.838643 -6.547052
H 2.168729 4.807113 -5.490232
H 2.258689 3.744503 -6.876122

Cartesian forces (eV/Å) of the 3 atoms listed first:
F -0.041 -0.017 0.060
C 0.365 0.773 -0.858
C 0.039 -1.041 1.300

Question: Which formula does entry 1 have?
Answer: C48H103Cl4NO16PS

Question: The highest Kohn-Sham gap belongs to which entry?
Answer: C48H103Cl4NO16PS

Question: Which of these has the lowest net charge?
Answer: C48H103Cl4NO16PS

Question: Look up the net charge of the first one.
Answer: +1